# 1
12
Properties=species:S:1:pos:R:3 method="wB97M-V/def2-TZVPD" smiles="NC=O.O.O" orbital_gap_ev=11.2
N -0.551 -0.700 -1.591
C 0.740 -1.008 -1.324
O 1.546 -0.202 -0.891
H -0.814 0.253 -1.422
H -1.182 -1.481 -1.501
H 0.963 -2.073 -1.188
O -1.813 1.397 0.862
H -1.414 0.597 1.243
H -1.270 2.166 0.979
O 1.040 0.081 1.823
H 1.335 0.046 0.898
H 1.421 0.922 2.111



# 2
13
Properties=species:S:1:pos:R:3 method="wB97M-V/def2-TZVPD" smiles="NC(=O)O.O.O" orbital_gap_ev=10.7
N -0.619 1.260 1.779
C 0.645 0.543 1.808
O 1.059 -0.071 2.801
O 1.215 0.728 0.619
H -1.142 1.007 2.583
H -0.655 2.216 1.256
H 2.180 0.681 0.713
O 0.165 -0.227 -3.538
H 0.854 -0.771 -3.346
H -0.543 -0.365 -2.941
O -1.175 -1.862 -0.270
H -0.562 -1.105 -0.297
H -1.424 -2.034 -1.166



# 3
11
Properties=species:S:1:pos:R:3 method="wB97M-V/def2-TZVPD" smiles=CSS.N orbital_gap_ev=9.6
C -1.336 0.674 0.413
S -0.560 0.343 -1.176
S 0.645 -1.254 -0.848
H -2.077 -0.095 0.607
H -0.570 0.523 1.189
H -1.801 1.610 0.723
H -0.368 -2.102 -0.819
N 1.061 1.183 2.946
H 1.091 1.831 3.704
H 0.704 1.780 2.215
H 1.736 0.606 2.490



# 4
11
Properties=species:S:1:pos:R:3 method="wB97M-V/def2-TZVPD" charge=-1 orbital_gap_ev=7.8
C 0.420 1.458 -0.201
O 0.368 0.131 -0.250
H 1.403 2.029 0.097
H 0.241 1.880 -1.175
H -0.276 1.806 0.588
H 0.841 -0.584 1.235
H 0.330 -1.445 2.365
O 1.068 -0.862 2.196
H -2.230 -1.297 -1.387
H -1.007 -0.211 -1.179
O -1.664 -0.634 -1.863



The following ΔE to the lowest compared entry with this formula, charge and spin values (in kJ/mol) correspond, in order, to the records above: 15.7, 122.9, 73.0, 44.3.
The following E_tot values (in eV) correspond, in order, to the records above: -8783.36522, -10830.60827, -24310.45818, -7293.26430.
The following HOMO values (in eV) correspond, in order, to the records above: -10.5, -10.4, -8.9, -3.4.